<A>
Formula: C4H6O2S2
Source: OMol25
Level of theory: ωB97M-V/def2-TZVPD

Bonds (Å) are listed after each position.
Positions of all 14 atoms, in Å:
1 O -3.36103 -0.49344 -0.42208  C2 1.176
2 C -2.20071 -0.63639 -0.29659  O1 1.176, C3 1.544, H9 1.147
3 C -1.44408 0.03179 0.87178  C2 1.544, O4 1.430, H10 1.098, H11 1.118
4 O -0.02390 0.02175 0.70839  C3 1.430, C5 1.376
5 C 0.39106 0.84178 -0.31572  O4 1.376, S6 1.806, H12 1.081, H13 1.111
6 S 2.16811 1.08410 -0.10430  C5 1.806, C7 1.692
7 C 2.80126 -0.48256 -0.18185  S6 1.692, S8 1.606, H14 1.093
8 S 4.36756 -0.71793 0.08484  C7 1.606
9 H -1.55907 -1.06490 -1.14495  C2 1.147
10 H -1.76001 1.05760 1.10512  C3 1.098
11 H -1.59869 -0.62594 1.76242  C3 1.118
12 H -0.03218 1.83600 -0.29517  C5 1.081
13 H 0.17185 0.40397 -1.31249  C5 1.111
14 H 2.07984 -1.25585 -0.45940  C7 1.093

As for the structure (SMILES): O=CCOCSC=S. As for the LUMO energy: -0.00881 Eh. As for the highest occupied orbital energy: -8.843 eV. The calculation puts the frontier orbital gap at 8.60 eV.

Results of the Löwdin charge analysis, in e, for atoms 1 through 4: 0.0875, -0.2464, -0.1389, -0.2226



<B>
Formula: C4H6O2S2
Source: OMol25
Level of theory: ωB97M-V/def2-TZVPD

Bonds (Å) are listed after each position.
Positions of all 14 atoms, in Å:
1 C 0.13273 -0.70909 -1.56711  C2 1.848, S7 1.628, S8 1.779
2 C -0.77483 -0.76127 0.04192  C1 1.848, C4 1.481, S8 1.914, H9 1.096
3 C 0.71474 0.86727 1.39941  C4 1.488, H10 1.073, H11 1.073, H12 1.143
4 C -0.61226 0.46270 0.86065  C2 1.481, C3 1.488, H13 1.051, H14 1.102
5 O 1.86112 0.53569 -2.95459  S7 1.471
6 O -2.07117 -2.10677 -1.95397  S8 1.430
7 S 1.64274 -0.10689 -1.64985  C1 1.628, O5 1.471
8 S -1.64297 -0.77323 -1.66387  C1 1.779, C2 1.914, O6 1.430
9 H -0.44035 -1.68739 0.52270  C2 1.096
10 H 1.05872 -0.02454 1.88631  C3 1.073
11 H 0.70921 1.57033 2.20932  C3 1.073
12 H 1.49314 1.16697 0.61769  C3 1.143
13 H -1.01571 1.31900 0.40501  C4 1.051
14 H -1.05512 0.24723 1.84637  C4 1.102

As for the LUMO energy (alpha / beta): -0.04222 / -0.04222 Eh. As for the highest occupied orbital energy (alpha / beta): -9.327 / -9.327 eV. The calculation puts the frontier orbital gap (alpha / beta) at 8.18 / 8.18 eV.

Results of the Löwdin charge analysis, in e, for atoms 1 through 4: -0.5863, -0.2860, -0.1349, -0.3353



Which one sits at the top of the stability order? <A> does.



<A>
Formula: C21H28N4O3S
Source: OMol25
Level of theory: ωB97M-V/def2-TZVPD

Bonds (Å) are listed after each position.
Positions of all 57 atoms, in Å:
1 C 0.59613 0.32689 -4.45951  C2 1.527, H30 1.087, H31 1.087, H32 1.088
2 C 1.88908 -0.45816 -4.25145  C1 1.527, N3 1.445, H33 1.097, H34 1.091
3 N 2.50003 -0.18486 -2.97069  C2 1.445, C4 1.444, S6 1.659
4 C 3.20878 1.05435 -2.75672  N3 1.444, C5 1.527, H35 1.094, H36 1.093
5 C 4.54067 1.14383 -3.49855  C4 1.527, H37 1.086, H38 1.087, H39 1.087
6 S 2.97649 -1.43836 -1.99363  N3 1.659, O7 1.435, O8 1.439, C9 1.791
7 O 2.43712 -2.65834 -2.52147  S6 1.435
8 O 4.38885 -1.39224 -1.72293  S6 1.439
9 C 2.11781 -1.04984 -0.47092  S6 1.791, C10 1.379, C29 1.380
10 C 2.73637 -1.22108 0.74946  C9 1.379, C11 1.385, H40 1.078
11 C 2.02343 -0.98886 1.91431  C10 1.385, C12 1.393, H41 1.078
12 C 0.69237 -0.58044 1.86952  C11 1.393, N13 1.397, C19 1.415
13 N -0.07708 -0.33990 3.01008  C12 1.397, C14 1.450, C18 1.456
14 C 0.59874 -0.06059 4.26199  N13 1.450, C15 1.539, H42 1.101, H43 1.093
15 C -0.43436 0.38298 5.31260  C14 1.539, C16 1.526, H44 1.090, H45 1.091
16 C -1.69904 0.88861 4.62520  C15 1.526, C17 1.532, H46 1.090, H47 1.092
17 C -2.36088 -0.26693 3.86791  C16 1.532, C18 1.538, H48 1.093, H49 1.090
18 C -1.27213 -1.14290 3.22432  N13 1.456, C17 1.538, H50 1.100, H51 1.090
19 C 0.10758 -0.32908 0.60543  C12 1.415, N20 1.397, C29 1.385
20 N -1.16518 0.24599 0.59068  C19 1.397, C21 1.360, H52 1.012
21 C -1.98954 0.47732 -0.46610  N20 1.360, O22 1.214, C23 1.498
22 O -1.76507 0.15389 -1.61412  C21 1.214
23 C -3.26675 1.15349 -0.07081  C21 1.498, C24 1.392, C28 1.393
24 C -4.42722 0.83875 -0.77210  C23 1.392, C25 1.386, H53 1.078
25 C -5.61253 1.45473 -0.40352  C24 1.386, N26 1.322, H54 1.082
26 N -5.69646 2.33875 0.57566  C25 1.322, C27 1.321
27 C -4.59069 2.65763 1.22428  N26 1.321, C28 1.387, H55 1.082
28 C -3.35191 2.09905 0.94844  C23 1.393, C27 1.387, H56 1.080
29 C 0.81617 -0.59826 -0.55373  C9 1.380, C19 1.385, H57 1.075
30 H 0.14750 0.03346 -5.40491  C1 1.087
31 H -0.11615 0.12706 -3.66361  C1 1.087
32 H 0.79042 1.39657 -4.49007  C1 1.088
33 H 2.58841 -0.24588 -5.07002  C2 1.097
34 H 1.67911 -1.52850 -4.24995  C2 1.091
35 H 2.55307 1.88234 -3.04261  C4 1.094
36 H 3.38921 1.11525 -1.68011  C4 1.093
37 H 5.17010 0.31010 -3.20055  C5 1.086
38 H 4.38958 1.10952 -4.57459  C5 1.087
39 H 5.04028 2.07636 -3.24864  C5 1.087
40 H 3.76366 -1.54655 0.77428  C10 1.078
41 H 2.50477 -1.14818 2.86567  C11 1.078
42 H 1.14695 -0.93622 4.64288  C14 1.101
43 H 1.31940 0.73896 4.07249  C14 1.093
44 H -0.00453 1.16243 5.94147  C15 1.090
45 H -0.69834 -0.45519 5.95940  C15 1.091
46 H -2.39188 1.30157 5.35847  C16 1.090
47 H -1.42802 1.68829 3.93328  C16 1.092
48 H -3.04837 0.12609 3.11523  C17 1.093
49 H -2.94864 -0.87373 4.55739  C17 1.090
50 H -1.02756 -1.98159 3.89279  C18 1.100
51 H -1.61220 -1.57394 2.28239  C18 1.090
52 H -1.46601 0.56213 1.50329  N20 1.012
53 H -4.38449 0.12645 -1.58076  C24 1.078
54 H -6.54014 1.23363 -0.91418  C25 1.082
55 H -4.70453 3.39718 2.00617  C27 1.082
56 H -2.47975 2.42584 1.49576  C28 1.080
57 H 0.36778 -0.43970 -1.51814  C29 1.075

As for the structure (SMILES): CCN(CC)S(=O)(=O)c1ccc(N2CCCCC2)c(NC(=O)c2ccncc2)c1. As for the LUMO energy: 0.00179 Eh. As for the highest occupied orbital energy: -8.380 eV. The calculation puts the frontier orbital gap at 8.43 eV.

Results of the Löwdin charge analysis, in e, for atoms 1 through 4: -0.0617, -0.2462, -0.2751, -0.2516



<B>
Formula: C21H28N4O3S
Source: OMol25
Level of theory: ωB97M-V/def2-TZVPD

Bonds (Å) are listed after each position.
Positions of all 57 atoms, in Å:
1 C -0.12113 -3.84565 0.91431  C2 1.523, H30 1.088, H31 1.088, H32 1.087
2 C 0.03296 -2.47921 1.56943  C1 1.523, C3 1.521, H33 1.093, H34 1.092
3 C 1.41548 -1.90690 1.29582  C2 1.521, S4 1.829, H35 1.089, H36 1.090
4 S 1.48860 -0.13667 1.74875  C3 1.829, C5 1.827
5 C 3.06010 -0.06674 2.67768  S4 1.827, C6 1.521, H37 1.090, H38 1.091
6 C 4.30436 -0.33592 1.84446  C5 1.521, C7 1.533, H39 1.092, H40 1.093
7 C 4.60682 0.74657 0.80202  C6 1.533, N8 1.444, H41 1.092, H42 1.094
8 N 3.67059 0.75206 -0.29741  C7 1.444, C9 1.344, H43 1.012
9 C 3.75176 -0.14725 -1.29315  N8 1.344, O10 1.212, C11 1.538
10 O 4.64719 -0.95644 -1.40712  C9 1.212
11 C 2.63442 -0.02240 -2.34210  C9 1.538, N12 1.444, H44 1.092, H45 1.094
12 N 1.32794 0.24948 -1.78986  C11 1.444, N13 1.352, C28 1.376
13 N 1.14933 1.49663 -1.29938  N12 1.352, C14 1.280
14 C 0.04794 1.86695 -0.76271  N13 1.280, C15 1.496, N17 1.377
15 C 0.01773 3.25569 -0.20830  C14 1.496, C16 1.530, H46 1.090, H47 1.091
16 C 0.16061 3.23773 1.31492  C15 1.530, H48 1.087, H49 1.087, H50 1.087
17 N -1.02997 1.01535 -0.67436  C14 1.377, C18 1.400, C27 1.379
18 C -0.88634 -0.28718 -1.16705  N17 1.400, C19 1.366, C28 1.452
19 C -2.04829 -0.98431 -0.99256  C18 1.366, C20 1.415, H51 1.070
20 C -2.96280 -0.10102 -0.37150  C19 1.415, C21 1.408, C27 1.417
21 C -4.29831 -0.28853 0.03479  C20 1.408, O22 1.357, C24 1.381
22 O -4.82418 -1.51925 -0.18684  C21 1.357, C23 1.406
23 C -6.15636 -1.75633 0.19688  O22 1.406, H52 1.095, H53 1.095, H54 1.089
24 C -4.95091 0.78124 0.61515  C21 1.381, C25 1.397, H55 1.078
25 C -4.29666 2.00305 0.78823  C24 1.397, C26 1.376, H56 1.080
26 C -2.99151 2.20982 0.40384  C25 1.376, C27 1.395, H57 1.075
27 C -2.31142 1.14251 -0.18216  N17 1.379, C20 1.417, C26 1.395
28 C 0.36465 -0.73296 -1.75360  N12 1.376, C18 1.452, O29 1.217
29 O 0.56872 -1.85498 -2.17987  C28 1.217
30 H 0.62012 -4.54362 1.29840  C1 1.088
31 H 0.01178 -3.75646 -0.16146  C1 1.088
32 H -1.11153 -4.24841 1.11078  C1 1.087
33 H -0.12415 -2.55136 2.64852  C2 1.093
34 H -0.72312 -1.80075 1.16892  C2 1.092
35 H 2.17601 -2.42128 1.88180  C3 1.089
36 H 1.66248 -1.99254 0.23747  C3 1.090
37 H 3.08641 0.93706 3.10271  C5 1.090
38 H 2.97784 -0.78932 3.49092  C5 1.091
39 H 4.21541 -1.29156 1.32463  C6 1.092
40 H 5.15617 -0.40443 2.52552  C6 1.093
41 H 4.60191 1.73541 1.26542  C7 1.092
42 H 5.59759 0.54714 0.38303  C7 1.094
43 H 2.84696 1.33730 -0.24316  N8 1.012
44 H 2.57101 -0.96587 -2.88890  C11 1.092
45 H 2.90802 0.78521 -3.02782  C11 1.094
46 H -0.90158 3.75850 -0.50862  C15 1.090
47 H 0.85967 3.79447 -0.64438  C15 1.091
48 H -0.62937 2.65267 1.77778  C16 1.087
49 H 0.12349 4.25158 1.70534  C16 1.087
50 H 1.11010 2.78839 1.59273  C16 1.087
51 H -2.22505 -2.00097 -1.27530  C19 1.070
52 H -6.85063 -1.09810 -0.33534  C23 1.095
53 H -6.29158 -1.63059 1.27602  C23 1.095
54 H -6.36168 -2.79069 -0.07383  C23 1.089
55 H -5.97403 0.69528 0.94414  C24 1.078
56 H -4.84257 2.81543 1.24412  C25 1.080
57 H -2.54175 3.17288 0.56492  C26 1.075

As for the structure (SMILES): CCCSCCCNC(=O)Cn1nc(CC)n2c(cc3c(OC)cccc32)c1=O. As for the LUMO energy: 0.01377 Eh. As for the highest occupied orbital energy: -7.931 eV. The calculation puts the frontier orbital gap at 8.31 eV.

Results of the Löwdin charge analysis, in e, for atoms 1 through 4: -0.1024, -0.3225, -0.4641, 0.8778



Which one sits at the top of the stability order? <B> does.



<A>
Formula: C3H9OS
Source: OMol25
Level of theory: ωB97M-V/def2-TZVPD

Bonds (Å) are listed after each position.
Positions of all 14 atoms, in Å:
1 C 1.36713 0.03840 -0.53250  O2 1.358, C3 1.534, H4 1.108, H5 1.114
2 O 0.03785 0.06554 -0.25626  C1 1.358
3 C 1.74151 0.91398 -1.73531  C1 1.534, H6 1.101, H7 1.099, H8 1.097
4 H 1.71497 -0.98760 -0.76644  C1 1.108
5 H 1.98814 0.37716 0.32826  C1 1.114
6 H 2.82361 0.99584 -1.92117  C3 1.101
7 H 1.37668 1.93640 -1.56294  C3 1.099
8 H 1.23720 0.57013 -2.64665  C3 1.097
9 C -2.06961 -0.81249 2.00114  S10 1.833, H11 1.090, H12 1.088, H13 1.087
10 S -2.83253 -0.37537 0.39288  C9 1.833, H14 1.396
11 H -2.44685 -1.78928 2.30361  C9 1.090
12 H -1.00155 -0.84903 1.79630  C9 1.088
13 H -2.33580 -0.07341 2.75249  C9 1.087
14 H -1.60076 -0.01029 -0.15342  S10 1.396

Its charge is -1. As for the LUMO energy: 0.14068 Eh. As for the highest occupied orbital energy: -3.013 eV. The calculation puts the frontier orbital gap at 6.84 eV.

Results of the Löwdin charge analysis, in e, for atoms 1 through 4: -0.5535, -0.3958, -0.1554, 0.0713



<B>
Formula: C3H9OS
Source: OMol25
Level of theory: ωB97M-V/def2-TZVPD

Bonds (Å) are listed after each position.
Positions of all 14 atoms, in Å:
1 C -0.96704 -1.57775 0.98691  C2 1.531, H5 1.087, H6 1.096, H7 1.089
2 C -1.12840 -0.28088 0.18964  C1 1.531, C3 1.526, H8 1.090, H9 1.084
3 C -0.19358 0.82626 0.66709  C2 1.526, S4 1.826, H10 1.086, H11 1.092
4 S 1.56987 0.51514 0.31152  C3 1.826
5 H -0.28288 -1.46918 1.82519  C1 1.087
6 H -1.93459 -1.93200 1.36137  C1 1.096
7 H -0.54968 -2.37262 0.37102  C1 1.089
8 H -2.14593 0.06910 0.36298  C2 1.090
9 H -1.07175 -0.50596 -0.86876  C2 1.084
10 H -0.48700 1.77549 0.22868  C3 1.086
11 H -0.31918 0.85979 1.75117  C3 1.092
12 H 2.36839 0.93176 -1.73457  O14 0.991
13 H 2.33707 1.97890 -2.86381  O14 0.964
14 O 2.80472 1.18196 -2.58843  H12 0.991, H13 0.964

Its charge is -1. As for the LUMO energy: 0.15529 Eh. As for the highest occupied orbital energy: -2.644 eV. The calculation puts the frontier orbital gap at 6.87 eV.

Results of the Löwdin charge analysis, in e, for atoms 1 through 4: -0.1602, -0.3818, -0.7564, 0.2424



Which one sits at the top of the stability order? <B> does.